Entry 1:
14 unconnected molecules or ions with the total composition C56H140O28 at a distorted geometry. Source: OMol25; level of theory: wB97M-V/def2-TZVPD.

Positions of all 224 atoms, in Å:
C 22.977 21.468 19.856
O 22.330 20.406 20.534
C 21.210 20.844 21.306
C 20.526 19.573 21.713
O 20.001 18.893 20.630
C 19.367 17.654 20.904
H 22.557 21.632 18.883
H 24.005 21.101 19.702
H 23.065 22.368 20.510
H 20.572 21.432 20.735
H 21.511 21.514 22.144
H 19.737 19.614 22.464
H 21.294 18.931 22.158
H 18.842 17.296 20.036
H 18.694 17.804 21.714
H 20.142 16.911 21.188
C 22.953 10.815 12.224
O 22.178 10.339 13.270
C 20.804 10.068 12.965
C 20.788 8.888 12.064
O 21.532 7.749 12.493
C 21.240 7.370 13.809
H 22.784 11.863 12.012
H 22.932 10.247 11.277
H 23.971 10.720 12.644
H 20.312 10.974 12.545
H 20.302 9.922 13.912
H 21.245 9.109 11.096
H 19.729 8.656 11.830
H 20.141 7.185 14.000
H 21.597 8.130 14.532
H 21.763 6.433 13.874
C 10.627 13.454 18.826
O 10.659 13.259 17.422
C 11.772 13.668 16.671
C 11.522 15.009 16.070
O 11.218 15.957 17.129
C 10.970 17.249 16.574
H 9.916 14.311 18.999
H 11.600 13.861 19.130
H 10.322 12.563 19.327
H 11.872 12.931 15.816
H 12.679 13.724 17.302
H 10.673 15.012 15.422
H 12.411 15.377 15.562
H 10.276 17.300 15.737
H 11.909 17.654 16.214
H 10.625 17.879 17.355
C 22.577 12.655 21.935
O 23.081 13.915 22.394
C 23.233 13.791 23.819
C 23.718 15.142 24.416
O 22.701 16.059 24.748
C 22.058 16.745 23.684
H 23.218 11.882 22.250
H 22.630 12.597 20.863
H 21.561 12.455 22.163
H 24.054 13.030 23.980
H 22.339 13.379 24.234
H 24.402 15.539 23.686
H 24.316 14.941 25.284
H 22.764 17.224 22.994
H 21.410 17.539 24.119
H 21.384 16.100 23.154
C 25.009 14.130 18.440
O 23.774 14.641 18.741
C 23.931 15.755 19.630
C 22.704 16.652 19.472
O 22.803 17.253 18.173
C 21.575 17.625 17.612
H 25.675 14.912 17.992
H 24.926 13.251 17.836
H 25.529 13.737 19.392
H 24.823 16.291 19.271
H 24.203 15.375 20.608
H 22.576 17.432 20.240
H 21.871 15.927 19.529
H 20.901 16.720 17.614
H 21.702 17.929 16.573
H 21.088 18.396 18.216
C 14.791 15.504 13.225
O 16.117 16.035 13.437
C 16.075 17.108 14.321
C 17.415 17.746 14.353
O 17.413 18.687 15.429
C 18.256 18.401 16.542
H 14.316 15.000 14.078
H 14.922 14.811 12.410
H 14.194 16.314 12.847
H 15.803 16.697 15.334
H 15.305 17.874 14.103
H 17.544 18.203 13.368
H 18.154 16.973 14.508
H 18.140 19.335 17.088
H 19.253 18.312 16.207
H 17.981 17.454 17.062
C 23.188 15.758 13.340
O 23.378 15.916 14.739
C 22.712 14.893 15.475
C 21.185 15.167 15.445
O 20.578 14.827 14.218
C 20.519 13.434 14.027
H 23.875 16.425 12.840
H 22.181 16.001 12.993
H 23.424 14.733 13.057
H 23.037 14.957 16.489
H 23.137 13.906 15.116
H 21.096 16.214 15.687
H 20.637 14.638 16.262
H 20.195 12.972 15.003
H 21.430 12.989 13.643
H 19.732 13.287 13.286
C 14.479 18.202 18.620
O 14.339 17.369 19.788
C 13.025 16.946 19.897
C 12.833 15.923 21.014
O 13.276 14.633 20.700
C 14.694 14.531 21.039
H 13.921 19.177 18.811
H 14.284 17.719 17.654
H 15.496 18.435 18.518
H 12.560 16.465 18.973
H 12.370 17.811 20.173
H 11.782 15.836 21.149
H 13.307 16.268 21.908
H 15.360 15.269 20.549
H 15.017 13.594 20.573
H 14.896 14.567 22.125
C 19.261 13.802 10.768
O 18.583 12.669 11.348
C 17.319 12.949 11.951
C 16.979 11.672 12.701
O 17.639 11.487 13.906
C 17.273 10.286 14.554
H 18.488 14.383 10.217
H 20.035 13.339 10.172
H 19.692 14.443 11.548
H 16.556 13.229 11.207
H 17.453 13.828 12.662
H 17.298 10.882 12.018
H 15.943 11.479 12.859
H 17.826 10.227 15.478
H 17.498 9.466 13.952
H 16.186 10.417 14.738
C 9.817 12.214 14.172
O 11.168 12.110 13.736
C 11.275 12.396 12.348
C 12.719 12.051 11.949
O 12.903 10.804 11.302
C 12.771 9.693 12.184
H 9.451 13.201 13.948
H 9.814 12.082 15.238
H 9.186 11.430 13.634
H 11.139 13.454 12.166
H 10.571 11.883 11.780
H 13.295 12.201 12.850
H 13.170 12.788 11.271
H 13.549 9.760 13.010
H 12.914 8.743 11.592
H 11.800 9.630 12.694
C 15.671 9.758 23.214
O 16.974 10.374 23.404
C 17.307 11.029 22.207
C 18.685 11.659 22.388
O 19.623 10.835 23.022
C 19.769 9.578 22.507
H 15.085 10.472 22.695
H 15.312 9.447 24.165
H 15.762 8.869 22.586
H 16.555 11.760 21.833
H 17.416 10.262 21.480
H 18.651 12.604 23.003
H 19.087 11.973 21.381
H 20.666 9.080 23.013
H 19.977 9.628 21.415
H 18.861 8.961 22.767
C 14.432 7.956 17.190
O 14.514 9.286 16.725
C 13.504 10.137 17.176
C 12.231 10.147 16.370
O 11.575 8.903 16.592
C 10.597 8.433 15.639
H 13.380 7.674 17.100
H 14.681 7.764 18.259
H 15.167 7.318 16.682
H 13.903 11.190 17.217
H 13.256 9.948 18.219
H 12.363 10.405 15.340
H 11.676 10.900 16.826
H 9.875 9.264 15.510
H 10.067 7.602 16.146
H 11.026 8.098 14.676
C 19.072 13.969 18.661
O 18.409 14.393 17.485
C 17.664 13.259 16.837
C 16.274 13.628 16.315
O 15.216 13.803 17.239
C 15.187 15.123 17.736
H 18.301 13.603 19.421
H 19.501 14.885 19.008
H 19.850 13.288 18.405
H 17.591 12.450 17.577
H 18.256 12.861 16.013
H 16.010 12.828 15.608
H 16.371 14.546 15.710
H 16.057 15.321 18.349
H 14.360 15.166 18.373
H 15.173 15.826 16.893
C 17.335 9.519 19.021
O 18.639 10.012 19.090
C 19.665 9.299 18.508
C 19.802 9.195 17.039
O 19.908 10.430 16.331
C 21.124 11.144 16.696
H 17.070 9.338 17.991
H 16.701 10.333 19.399
H 17.027 8.609 19.633
H 19.731 8.258 18.902
H 20.569 9.844 18.858
H 18.902 8.728 16.634
H 20.584 8.491 16.941
H 21.903 10.395 16.753
H 21.020 11.738 17.619
H 21.405 11.740 15.808

## Properties
max |F|: 0.05758 Eh/bohr
relative energy (zero: lowest compared OMol25 entry of this formula, charge and spin): 0.0 kJ/mol
HOMO level: -0.3212 Ha
orbital gap: 9.297 eV

Entry 2:
17 unconnected molecules or ions with the total composition C56H157N11O23 at a distorted geometry. Source: OMol25; level of theory: wB97M-V/def2-TZVPD.

Positions of all 247 atoms, in Å:
C -2.420 -3.113 -4.140
C -0.983 -2.586 -4.494
C -0.532 -2.801 -5.996
O -0.751 -4.130 -6.486
C 0.038 -5.090 -5.767
N -0.919 -1.158 -4.083
H -2.461 -4.177 -4.371
H -3.236 -2.585 -4.632
H -2.612 -2.920 -3.085
H -0.303 -3.168 -3.872
H 0.499 -2.502 -6.182
H -1.154 -2.247 -6.699
H 1.123 -5.029 -5.685
H -0.043 -6.065 -6.248
H -0.414 -5.217 -4.784
H -1.014 -1.250 -3.082
H 0.086 -1.080 -4.150
C 7.513 -2.271 -3.038
C 7.577 -1.755 -1.566
C 6.333 -0.907 -1.198
O 6.750 0.378 -0.745
C 5.742 1.471 -0.466
N 7.675 -2.905 -0.689
H 6.900 -3.169 -3.109
H 8.556 -2.500 -3.256
H 7.268 -1.443 -3.704
H 8.466 -1.145 -1.403
H 5.570 -1.343 -0.553
H 5.721 -0.642 -2.060
H 5.117 1.250 0.399
H 5.083 1.615 -1.323
H 6.102 2.466 -0.203
H 7.787 -2.534 0.243
H 8.472 -3.446 -0.991
C 5.570 7.015 2.726
C 4.794 7.352 1.442
C 3.428 6.737 1.382
O 3.540 5.355 1.665
C 3.700 4.648 0.492
N 4.617 8.798 1.373
H 6.527 7.518 2.588
H 5.829 5.957 2.771
H 5.042 7.201 3.662
H 5.396 7.048 0.586
H 2.872 7.024 0.490
H 2.943 7.150 2.266
H 3.792 3.599 0.773
H 4.542 4.876 -0.161
H 2.742 4.635 -0.028
H 5.598 9.022 1.289
H 4.260 9.035 0.459
C -3.297 -0.121 2.456
C -2.503 -0.264 3.789
C -1.090 -0.798 3.561
O -1.054 -2.046 2.917
C 0.258 -2.632 3.061
N -2.550 1.030 4.391
H -4.287 0.311 2.599
H -3.412 -1.097 1.984
H -2.597 0.493 1.889
H -3.115 -0.819 4.500
H -0.694 -0.866 4.574
H -0.425 -0.069 3.098
H 0.149 -3.674 2.760
H 0.502 -2.640 4.124
H 1.002 -2.166 2.416
H -1.899 1.022 5.163
H -2.040 1.671 3.801
C 2.930 2.565 -3.591
C 2.156 1.297 -3.845
C 2.704 0.063 -3.131
O 2.187 -1.142 -3.704
C 2.700 -2.320 -3.072
N 0.734 1.571 -3.507
H 2.908 2.970 -2.579
H 2.531 3.346 -4.238
H 3.921 2.478 -4.037
H 2.232 1.137 -4.921
H 2.629 0.163 -2.048
H 3.777 0.208 -3.256
H 3.768 -2.465 -3.235
H 2.190 -3.179 -3.508
H 2.526 -2.271 -1.997
H 0.267 0.679 -3.586
H 0.278 2.198 -4.154
C -4.052 3.264 2.168
C -3.046 4.433 2.008
C -1.528 4.089 1.959
O -1.101 3.540 3.210
C 0.235 3.212 3.288
N -3.477 5.121 0.808
H -3.897 2.445 1.465
H -5.112 3.496 2.068
H -3.974 2.817 3.159
H -3.223 5.173 2.789
H -0.904 4.889 1.562
H -1.340 3.247 1.293
H 0.838 4.085 3.037
H 0.598 2.358 2.716
H 0.425 2.996 4.340
H -4.373 5.563 0.957
H -2.866 5.873 0.522
C 2.962 0.830 2.875
C 3.388 -0.575 3.270
C 3.793 -1.611 2.153
O 3.882 -2.950 2.703
C 4.396 -3.818 1.683
N 4.447 -0.402 4.263
H 2.164 0.776 2.135
H 3.816 1.369 2.463
H 2.706 1.413 3.759
H 2.637 -1.103 3.858
H 4.707 -1.218 1.707
H 2.986 -1.442 1.440
H 5.473 -3.661 1.728
H 3.993 -3.552 0.706
H 4.132 -4.873 1.759
H 5.228 -0.079 3.711
H 4.806 -1.285 4.598
C -6.132 -3.403 -2.213
C -6.146 -2.857 -0.773
C -4.736 -2.955 -0.181
O -4.353 -4.325 -0.156
C -2.973 -4.498 -0.142
N -6.700 -1.505 -0.685
H -7.043 -3.322 -2.805
H -5.733 -4.405 -2.369
H -5.444 -2.764 -2.768
H -6.772 -3.620 -0.311
H -4.644 -2.538 0.822
H -4.083 -2.341 -0.801
H -2.768 -5.557 0.014
H -2.444 -3.997 0.668
H -2.465 -4.079 -1.011
H -6.826 -1.358 0.306
H -7.624 -1.435 -1.088
C -0.520 4.709 -1.540
C -0.511 6.141 -2.136
C -0.310 7.179 -0.990
O -1.262 6.908 0.029
C -1.310 7.944 1.005
N 0.453 6.256 -3.187
H 0.311 4.683 -0.835
H -0.435 3.899 -2.264
H -1.458 4.537 -1.012
H -1.458 6.155 -2.676
H -0.615 8.149 -1.384
H 0.671 7.236 -0.517
H -1.685 8.876 0.582
H -0.415 8.182 1.580
H -2.093 7.661 1.708
H 0.378 5.366 -3.658
H 1.299 6.134 -2.648
C 1.499 -0.930 6.496
C 1.378 0.614 6.201
C 0.287 1.317 7.060
O -0.928 0.663 6.804
C -1.912 0.984 7.772
N 2.633 1.211 6.374
H 2.382 -1.449 6.124
H 0.615 -1.424 6.094
H 1.530 -1.170 7.559
H 0.994 0.711 5.185
H 0.180 2.392 6.917
H 0.648 1.261 8.087
H -1.925 2.072 7.833
H -1.663 0.666 8.784
H -2.900 0.625 7.482
H 3.386 0.688 5.952
H 2.853 1.158 7.358
C -2.838 -2.735 7.983
C -2.541 -4.085 7.239
C -2.742 -3.798 5.734
O -2.649 -5.132 5.122
C -2.804 -5.046 3.700
N -1.191 -4.495 7.637
H -2.073 -1.979 7.807
H -2.988 -2.737 9.063
H -3.801 -2.331 7.669
H -3.276 -4.791 7.627
H -1.971 -3.111 5.385
H -3.698 -3.294 5.591
H -2.125 -4.318 3.255
H -3.827 -4.871 3.366
H -2.674 -6.101 3.457
H -0.947 -5.140 6.898
H -1.240 -5.072 8.465
C -0.641 -9.024 -2.742
C -1.606 -7.999 -3.298
O -1.095 -6.719 -2.989
O 0.512 -9.018 -3.516
H -1.124 -9.999 -2.797
H -0.320 -8.802 -1.724
H -2.563 -8.091 -2.784
H -1.816 -8.121 -4.361
H -0.147 -6.857 -3.038
H 0.223 -9.563 -4.251
C 0.229 -0.870 -0.036
C -0.060 0.634 0.069
O 0.941 1.413 -0.681
O -0.139 -1.411 -1.294
H -0.276 -1.431 0.751
H 1.310 -0.907 0.098
H -0.195 0.992 1.090
H -1.048 0.757 -0.374
H 0.972 1.412 -1.640
H 0.039 -2.354 -1.310
C -1.550 4.731 -5.799
C -2.614 5.798 -5.372
O -3.840 5.118 -5.210
O -1.407 3.859 -4.699
H -0.617 5.224 -6.075
H -1.896 4.160 -6.661
H -2.789 6.504 -6.183
H -2.415 6.415 -4.495
H -3.877 4.643 -4.376
H -2.233 3.404 -4.521
C 0.862 -5.158 -0.785
C 2.028 -5.490 -1.633
O 1.583 -6.212 -2.755
O 0.064 -4.140 -1.348
H 1.098 -4.783 0.211
H 0.149 -5.977 -0.694
H 2.684 -6.201 -1.130
H 2.658 -4.692 -2.024
H 2.325 -6.315 -3.355
H -0.540 -4.611 -1.927
C -3.015 2.023 -2.477
C -3.707 0.839 -1.880
O -4.830 1.150 -1.083
O -3.738 2.796 -3.409
H -2.140 1.680 -3.030
H -2.588 2.709 -1.745
H -3.025 0.344 -1.189
H -4.019 0.091 -2.609
H -5.386 0.373 -0.996
H -4.505 3.164 -2.965
C -4.004 -0.613 -6.848
C -3.442 0.395 -5.892
O -2.037 0.647 -5.893
O -4.235 -0.043 -8.104
H -4.911 -1.046 -6.426
H -3.402 -1.517 -6.937
H -3.553 -0.050 -4.903
H -4.013 1.322 -5.844
H -1.609 -0.079 -5.433
H -3.371 0.061 -8.510

## Properties
max |F|: 0.06335 Eh/bohr
relative energy (zero: lowest compared OMol25 entry of this formula, charge and spin): 122.7 kJ/mol
HOMO level: -0.3103 Ha
orbital gap: 8.541 eV

> Which value of relative energy (zero: lowest compared OMol25 entry of this formula, charge and spin) does entry 2 give?

122.7 kJ/mol